Computed, not measured: C28H28BF5N2O8RuSTe as an isolated structure, with ωB97M-V/def2-TZVPD.

Output
- 2S+1: 2
- Gap between HOMO and LUMO (spin up / spin down): 6.24 / 5.84 eV
- Total charge: -1
- HOMO energy (spin up / spin down): -0.21572 / -0.21557 Ha
- Relative energy (zero: lowest compared OMol25 entry of this formula, charge and spin): 125.0 kcal per mole

Geometry (Å):
Ru: 0.2281 0.1812 -0.0054
C: -0.6169 0.6151 -3.0758
O: 0.3700 0.8977 -2.1009
C: 1.6958 0.8973 -2.4576
C: 2.1358 1.0690 -3.7537
C: 3.4921 1.2381 -4.0120
C: 4.4069 1.2318 -2.9713
C: 3.9913 1.0021 -1.6770
C: 2.6321 0.7896 -1.3889
N: 2.1757 0.4529 -0.1482
N: 2.9932 0.4035 0.8626
C: 2.6774 0.3861 2.1507
C: 1.3322 0.3778 2.7010
O: 0.2695 0.4351 1.9620
C: 1.1631 0.2385 4.0915
C: 2.2264 0.1714 4.9497
C: 3.5517 0.2446 4.4697
C: 4.6508 0.2189 5.3449
C: 5.9339 0.3326 4.8771
C: 6.1654 0.4488 3.5039
C: 5.1106 0.4463 2.6225
C: 3.7861 0.3537 3.0752
H: -0.3572 -0.2915 -3.6294
H: -0.7364 1.4664 -3.7556
H: -1.5541 0.4643 -2.5328
H: 1.4297 1.1007 -4.5683
H: 3.8193 1.3852 -5.0283
H: 5.4546 1.4050 -3.1694
H: 4.6922 0.9600 -0.8590
H: 0.1463 0.2139 4.4563
H: 2.0611 0.0644 6.0111
H: 4.4518 0.1259 6.4016
H: 6.7663 0.3316 5.5647
H: 7.1778 0.5302 3.1358
H: 5.2777 0.5218 1.5592
C: -9.9071 -0.2854 0.9527
C: -8.6742 -0.1704 1.8572
C: -8.8325 1.1152 2.6809
C: -8.6385 -1.3808 2.8028
C: -7.3675 -0.1390 1.0667
C: -7.2974 -0.6039 -0.2422
C: -6.1113 -0.6295 -0.9653
C: -4.9814 -0.1550 -0.3445
O: -3.7197 -0.0709 -0.8274
B: -2.9683 0.4905 0.2241
O: -3.7766 0.7226 1.3385
C: -5.0257 0.3265 0.9716
C: -6.2050 0.3290 1.6868
H: -10.8120 -0.1650 1.5465
H: -9.9597 -1.2557 0.4674
H: -9.8979 0.4918 0.1934
H: -9.8550 1.2014 3.0456
H: -8.6093 1.9844 2.0682
H: -8.1716 1.1235 3.5411
H: -9.5174 -1.3943 3.4465
H: -7.7511 -1.3472 3.4279
H: -8.6078 -2.3070 2.2335
H: -8.1895 -0.9531 -0.7351
H: -6.0716 -1.0092 -1.9731
H: -6.2143 0.6924 2.6996
F: -0.8491 4.4072 1.7884
Te: -1.3017 2.5064 1.6112
F: -1.7700 3.3160 -0.1431
F: -0.0273 2.7643 3.3505
F: 0.4789 2.6355 0.6179
F: -3.1528 3.4208 1.9416
O: -1.7177 0.8255 0.1112
C: 1.4696 -3.0537 0.8177
S: 0.0605 -2.6439 -0.2585
O: -0.4786 -3.8817 -0.7557
O: -0.8518 -1.8739 0.5957
O: 0.6299 -1.7755 -1.3199
H: 1.0742 -3.5228 1.7104
H: 1.9724 -2.1243 1.0672
H: 2.1356 -3.7169 0.2811

Atomic forces in eV per Å
-0.07 1.82 -0.38
-0.79 -0.08 -0.57
0.37 -0.53 0.88
0.60 0.07 0.78
0.08 0.10 -0.11
-0.19 -0.09 0.19
0.07 0.07 -0.16
-0.71 -0.17 0.25
1.20 0.13 -2.19
-0.89 -0.77 3.27
0.36 0.99 -1.59
-1.35 -0.38 -0.03
0.07 -0.03 -1.49
0.95 -1.59 0.63
0.16 0.07 1.31
-1.23 0.00 -0.80
0.93 0.08 -0.71
-0.17 0.07 -0.07
0.10 -0.04 0.05
-0.13 -0.06 0.00
0.02 -0.03 -0.02
0.47 -0.04 0.54
0.01 0.07 0.10
0.11 -0.11 0.15
0.24 0.07 -0.06
-0.09 0.04 -0.01
0.05 0.04 -0.12
0.06 -0.03 -0.03
0.06 0.01 0.03
0.01 0.05 -0.04
-0.07 0.01 0.12
0.03 0.00 0.17
0.06 -0.01 0.08
0.06 0.03 -0.05
0.07 0.03 -0.02
0.21 -0.01 0.11
-0.13 -0.03 0.09
0.02 -0.12 -0.10
-0.05 0.16 -0.11
-0.14 -0.05 -0.16
-0.22 0.02 0.12
0.40 0.09 0.04
-0.57 -0.01 0.43
0.20 -0.06 -0.15
-1.00 -0.54 -0.62
-0.13 -0.22 0.33
-0.43 -0.32 -0.55
0.48 0.08 -0.06
-0.06 -0.03 0.08
-0.01 -0.12 -0.14
-0.04 0.09 -0.15
-0.07 -0.01 0.09
0.00 0.16 -0.03
0.13 0.07 0.13
-0.12 -0.02 0.08
0.12 0.01 0.14
-0.01 -0.12 -0.07
-0.13 -0.07 -0.03
0.00 -0.03 -0.15
0.04 0.10 0.18
-0.15 -0.97 0.05
-0.81 7.65 1.13
0.02 -0.97 0.29
-0.45 -0.85 -0.29
0.04 -1.90 -0.48
0.88 -1.09 0.34
1.26 -1.08 -0.80
-0.71 0.37 -0.54
0.79 -1.91 0.15
0.11 0.20 0.10
0.19 1.06 -0.17
-0.20 0.86 0.57
-0.06 -0.10 0.08
0.08 0.03 0.08
0.06 -0.09 -0.11